The following is a DFT calculation (wB97M-V/def2-TZVPD) of a molecular structure, C17H13Cl2N2O4Re.

Last column: Mulliken charge in e.
Element x y z (Å)
Re1 -0.379 1.325 -0.218  1.75
O1 -2.334 1.396 -0.459  -0.93
C1 -3.242 0.499 -0.082  0.52
C2 -4.590 0.807 -0.310  -0.40
C3 -5.600 -0.073 0.021  -0.43
C4 -5.288 -1.309 0.600  -0.55
C5 -3.969 -1.620 0.838  -0.97
C6 -2.915 -0.740 0.525  0.71
C7 -1.582 -1.168 0.836  -0.43
N1 -0.493 -0.442 0.683  0.47
N2 0.705 -1.042 1.092  -1.05
C8 1.701 -0.317 0.696  0.42
O2 1.596 0.802 0.041  -0.95
C9 3.080 -0.777 1.016  0.42
C10 3.328 -2.082 1.431  -0.33
C11 4.621 -2.485 1.731  -0.56
C12 5.677 -1.587 1.620  -0.36
C13 5.433 -0.286 1.204  -0.54
C14 4.139 0.117 0.901  -0.40
H1 -4.805 1.766 -0.766  0.41
H2 -6.632 0.197 -0.171  0.35
H3 -6.071 -2.012 0.856  0.37
H4 -3.715 -2.574 1.290  0.31
H5 -1.431 -2.163 1.238  0.32
H6 2.494 -2.767 1.514  0.43
H7 4.807 -3.504 2.050  0.36
H8 6.686 -1.902 1.856  0.36
H9 6.252 0.418 1.115  0.37
H10 3.929 1.124 0.567  0.41
C15 -0.308 2.655 1.209  -0.85
H11 -1.100 2.899 1.916  0.27
H12 0.622 3.205 1.375  0.31
Cl1 1.225 0.834 -5.083  -0.17
C16 -0.023 1.833 -4.316  0.03
Cl2 -1.613 1.569 -5.071  -0.17
C17 -0.119 1.557 -2.818  0.73
O3 -0.090 2.578 -2.066  -0.81
O4 -0.237 0.397 -2.386  -0.69
H13 0.240 2.868 -4.478  0.29

Cartesian forces, eV/Å:
0.21 0.50 0.90
0.07 -0.05 -0.06
-0.11 0.11 -0.02
0.11 0.02 -0.03
-0.08 -0.10 0.05
0.00 0.13 -0.07
-0.11 -0.09 0.03
0.37 -0.15 0.07
-0.62 -0.30 0.21
0.55 0.55 -0.23
-0.28 0.24 -0.22
0.47 -0.23 0.31
-0.41 0.18 -0.30
-0.11 0.06 -0.04
0.04 -0.05 0.05
-0.04 0.01 -0.01
-0.02 0.01 0.00
-0.05 0.00 -0.01
0.09 0.01 -0.03
0.00 -0.03 0.01
0.00 -0.01 0.00
-0.01 0.00 0.00
0.00 0.03 -0.01
-0.03 0.02 0.02
0.02 0.01 0.00
-0.01 0.02 -0.01
0.00 -0.01 0.00
-0.02 -0.01 0.00
0.02 -0.02 0.02
0.04 -0.65 -0.72
-0.06 0.00 -0.11
-0.01 -0.12 0.09
-0.05 0.01 0.04
-0.02 -0.01 -0.06
0.07 -0.01 0.04
-0.03 -0.15 0.09
-0.02 -0.29 0.19
0.00 0.27 -0.18
0.02 0.08 -0.02

The calculation puts the lowest unoccupied orbital energy (spin up / spin down) at 2.82 / 2.82 eV. Its HOMO-LUMO gap (spin up / spin down) is 4.9 / 7.2 eV. The multiplicity is 4. The expectation value of S² is 3.79. As for the total charge: -1.

The following is a DFT calculation (wB97M-V/def2-TZVPD) of C24H27N3O3 in the gas phase.

Last column: Mulliken charge in e.
Element x y z (Å)
C1 1.025 3.551 -0.550  -1.08
C2 -0.237 2.960 0.063  -0.25
H1 -0.477 3.436 1.016  0.38
H2 -1.082 3.066 -0.625  0.17
O1 -0.064 1.580 0.371  -0.04
C3 -0.248 0.709 -0.632  -0.13
O2 -0.574 1.036 -1.749  -0.61
C4 0.037 -0.666 -0.201  0.11
C5 -0.573 -1.740 -0.740  0.31
N1 -0.201 -3.006 -0.354  -0.12
C6 0.855 -3.287 0.503  0.14
O3 1.213 -4.427 0.698  -0.71
N2 1.410 -2.212 1.093  -0.01
H3 2.197 -2.403 1.694  0.27
C7 1.065 -0.811 0.898  0.17
C8 2.316 -0.029 0.540  -0.23
C9 2.890 -0.269 -0.699  -0.31
C10 4.029 0.402 -1.121  0.61
C11 4.592 1.333 -0.262  -0.93
C12 4.030 1.574 0.979  -0.82
C13 2.891 0.904 1.405  1.38
C14 2.306 1.209 2.752  -1.80
H4 2.903 1.962 3.260  0.42
H5 1.290 1.586 2.647  0.27
H6 2.277 0.318 3.379  0.36
H7 4.488 2.304 1.632  0.35
H8 5.477 1.876 -0.562  0.36
C15 4.616 0.119 -2.470  -1.52
H9 4.937 -0.920 -2.532  0.35
H10 5.472 0.759 -2.665  0.36
H11 3.872 0.283 -3.248  0.32
H12 2.431 -0.997 -1.354  0.50
H13 0.633 -0.421 1.830  0.62
H14 -0.660 -3.810 -0.756  0.25
C16 -1.726 -1.670 -1.709  -0.88
N3 -2.795 -0.788 -1.309  0.04
C17 -2.993 -0.310 -0.035  -0.24
C18 -2.663 -0.893 1.181  -0.60
C19 -2.983 -0.217 2.349  -0.69
C20 -3.630 1.005 2.321  -0.70
C21 -4.000 1.568 1.104  -0.60
C22 -3.688 0.907 -0.059  1.06
C23 -3.990 1.283 -1.480  -0.63
H15 -3.578 2.261 -1.734  0.30
H16 -5.067 1.318 -1.652  0.32
C24 -3.324 0.157 -2.289  -0.76
H17 -4.042 -0.362 -2.934  0.54
H18 -2.513 0.545 -2.911  0.25
H19 -4.523 2.514 1.073  0.45
H20 -3.860 1.517 3.243  0.39
H21 -2.720 -0.660 3.299  0.45
H22 -2.174 -1.854 1.232  0.43
H23 -2.121 -2.688 -1.853  0.45
H24 -1.346 -1.318 -2.675  0.29
H25 1.873 3.394 0.112  0.19
H26 0.888 4.616 -0.714  0.47
H27 1.233 3.069 -1.501  0.28

Cartesian forces, eV/Å:
-0.23 -0.31 0.14
-0.04 0.55 -0.28
-0.01 -0.08 -0.10
0.06 0.00 0.18
-0.01 -0.34 0.14
-0.08 -0.08 -0.12
-0.06 0.11 -0.03
0.08 -0.51 0.00
0.37 0.75 0.08
-0.26 -0.15 -0.12
-0.12 -0.14 -0.02
0.09 -0.39 0.04
0.15 0.28 0.16
-0.07 -0.15 -0.10
-0.19 0.22 0.06
0.20 0.04 0.02
0.08 0.12 0.14
-0.01 0.02 0.02
-0.03 -0.04 -0.05
-0.01 -0.02 0.05
0.07 -0.02 -0.05
-0.02 0.00 -0.04
0.01 0.02 0.06
-0.10 0.02 0.09
-0.06 -0.01 0.12
0.03 0.07 0.08
0.09 0.05 -0.05
-0.02 -0.03 0.00
0.06 -0.05 -0.07
0.06 0.02 -0.07
0.01 0.01 -0.10
-0.07 -0.09 -0.11
0.09 -0.01 -0.17
0.13 0.08 0.10
-0.16 -0.17 -0.06
0.20 -0.02 -0.19
-0.45 0.21 0.46
-0.01 -0.08 -0.07
0.03 0.04 0.11
-0.05 0.12 0.18
0.08 -0.09 0.02
0.16 -0.10 -0.03
-0.05 0.04 -0.03
-0.02 -0.01 -0.04
0.03 0.02 -0.03
-0.14 -0.05 -0.54
0.04 0.14 -0.01
-0.07 -0.09 0.04
-0.06 0.10 0.00
-0.03 0.02 0.09
0.02 -0.04 0.08
0.03 -0.11 0.02
0.18 0.05 -0.04
-0.04 -0.08 0.10
0.10 0.03 0.05
0.01 0.14 -0.03
0.04 0.00 -0.09

The calculation puts the lowest unoccupied orbital energy at 0.70 eV. Its HOMO-LUMO gap is 8.2 eV. As for the relative energy (zero: lowest compared OMol25 entry of this formula, charge and spin): 6.92 kcal per mole.

The following is a DFT calculation (wB97M-V/def2-TZVPD) of C12H17ClF13NOS in the gas phase.

Last column: Mulliken charge in e.
Element x y z (Å)
C1 1.786 0.275 2.720  -0.87
C2 2.795 0.770 1.684  -1.10
C3 2.431 0.429 0.238  1.54
Cl1 3.314 1.617 -0.828  -0.22
C4 2.755 -1.011 -0.270  -0.37
N1 3.227 -1.945 0.753  -0.68
C5 1.650 -1.727 -1.118  -0.53
C6 0.217 -1.196 -1.068  -0.99
C7 -0.426 -1.427 0.305  -0.23
C8 -1.913 -1.783 0.331  0.62
F1 -2.106 -2.667 1.364  -0.35
F2 -2.327 -2.412 -0.810  -0.33
C9 -2.976 -0.668 0.628  0.65
F3 -4.129 -1.289 0.964  -0.31
F4 -2.573 0.047 1.709  -0.28
C10 -3.339 0.299 -0.570  0.54
F5 -4.443 -0.198 -1.161  -0.30
F6 -2.354 0.324 -1.494  -0.23
C11 -3.754 1.770 -0.179  0.52
F7 -4.443 2.259 -1.221  -0.27
F8 -4.569 1.697 0.885  -0.27
S1 -2.384 3.055 0.155  1.35
F9 -3.443 4.220 0.000  -0.32
F10 -2.638 3.015 1.720  -0.31
F11 -1.289 1.905 0.324  -0.29
F12 -2.072 3.082 -1.400  -0.30
F13 -1.246 4.122 0.380  -0.32
O1 2.076 -1.887 -2.465  -0.53
C12 2.015 -0.729 -3.280  -0.54
H1 1.592 -0.797 2.668  0.19
H2 0.832 0.790 2.594  0.14
H3 2.153 0.479 3.727  0.40
H4 3.807 0.434 1.915  0.32
H5 2.816 1.861 1.745  0.50
H6 1.392 0.700 0.090  -0.82
H7 3.593 -0.905 -0.960  0.71
H8 2.570 -2.062 1.511  0.23
H9 4.120 -1.666 1.128  0.35
H10 1.623 -2.752 -0.743  0.51
H11 0.174 -0.139 -1.332  0.25
H12 -0.335 -1.723 -1.847  1.01
H13 0.056 -2.283 0.785  0.55
H14 -0.253 -0.579 0.960  -0.33
H15 0.995 -0.538 -3.630  0.24
H16 2.644 -0.924 -4.147  0.25
H17 2.380 0.159 -2.761  0.19

Cartesian forces, eV/Å:
0.08 -0.10 -0.02
-0.07 0.14 -0.07
0.21 0.14 0.05
-0.06 0.01 0.08
0.01 -0.08 0.17
-0.11 -0.01 -0.28
-0.03 -0.04 -0.18
-0.12 0.21 0.04
0.00 -0.10 -0.24
-0.29 -0.13 0.10
0.11 0.17 -0.29
0.17 0.19 0.38
-0.26 0.08 0.01
0.35 0.20 0.02
0.05 -0.14 -0.31
-0.01 -0.10 -0.03
0.30 -0.01 -0.02
-0.13 -0.01 0.25
-0.30 -0.05 0.02
0.11 -0.12 0.32
0.21 0.12 -0.39
0.27 -0.22 0.10
0.12 -0.13 0.04
0.00 0.04 -0.24
0.07 -0.07 0.07
-0.09 0.14 0.08
-0.23 -0.06 -0.01
0.03 -0.01 0.06
-0.12 -0.08 0.00
0.00 0.05 -0.01
-0.04 0.01 0.04
-0.07 0.05 -0.04
-0.01 -0.07 -0.02
0.06 -0.07 0.03
-0.17 -0.05 -0.06
-0.03 -0.01 0.00
0.05 -0.02 0.06
0.01 0.02 0.12
0.06 0.04 -0.01
-0.02 0.04 -0.03
0.01 -0.09 0.08
-0.08 -0.02 -0.03
-0.12 0.10 0.16
0.02 0.00 0.03
-0.01 0.03 0.04
0.07 0.00 -0.04

The calculation puts the lowest unoccupied orbital energy at 0.15 eV. Its HOMO-LUMO gap is 9.8 eV.

The following is a DFT calculation (wB97M-V/def2-TZVPD) of a molecular structure, C5H10O.

Last column: Mulliken charge in e.
Element x y z (Å)
C1 2.700 -0.180 -0.154  -0.56
O1 1.502 0.312 -0.416  -0.23
C2 0.391 -0.144 0.076  -0.51
C3 -0.848 0.582 -0.248  0.14
C4 -2.137 0.114 0.369  -0.63
C5 -1.920 -0.068 -1.101  -0.56
H1 2.153 0.105 1.727  0.04
H2 2.769 -1.246 0.050  0.31
H3 3.494 0.341 -0.670  0.22
H4 0.369 -1.186 0.397  0.41
H5 1.380 0.122 1.888  0.05
H6 -0.717 1.654 -0.368  0.34
H7 -2.843 0.869 0.703  0.25
H8 -2.095 -0.768 1.004  0.24
H9 -1.728 -1.073 -1.468  0.24
H10 -2.471 0.566 -1.790  0.25

Cartesian forces, eV/Å:
0.18 -0.17 -0.12
-0.15 0.10 0.03
-0.09 -0.12 -0.05
0.14 0.11 0.05
-0.10 -0.02 0.15
-0.07 -0.08 -0.18
-0.09 0.00 0.03
-0.01 0.15 0.02
-0.11 -0.05 0.08
0.00 0.15 -0.01
0.07 -0.01 -0.02
-0.03 -0.17 0.01
0.13 -0.11 -0.07
0.02 0.14 -0.12
-0.01 0.16 0.08
0.11 -0.09 0.12

The calculation puts the lowest unoccupied orbital energy (spin up / spin down) at 0.83 / 0.82 eV. Its HOMO-LUMO gap (spin up / spin down) is 8.0 / 7.9 eV. As for the relative energy (zero: lowest compared OMol25 entry of this formula, charge and spin): 122.57 kcal per mole.